(1)
ORCA calculation (ωB97M-V/def2-TZVPD) on a 2-piece molecular cluster, C5H14 overall.

Summary:
SMILES	CCC.CC
HOMO	-10.42	eV
energy above the lowest of the compared OMol25 structures with the same formula, charge and spin	50.89	kcal per mole
orbital gap	11.51	eV
E_tot	-5409.8429	eV
LUMO level	1.088	eV
largest force on an atom	0.093	hartree/bohr

Last columns: bonded neighbours and bond lengths (Å).
CARTESIAN COORDINATES (ANGSTROEM)
1 C 1.29581 1.57064 -0.33963  C2 1.529, H4 1.088, H5 1.211, H6 1.036
2 C 0.74699 0.42509 -1.19114  C1 1.529, C3 1.549, H7 1.144, H8 1.109
3 C -0.18140 0.83005 -2.36297  C2 1.549, H9 1.078, H10 1.056, H11 1.088
4 H 2.11921 1.49813 0.36763  C1 1.088
5 H 0.37738 1.73385 0.43213  C1 1.211
6 H 1.20477 2.40993 -0.93940  C1 1.036
7 H 1.53588 -0.39550 -1.30800  C2 1.144
8 H 0.20097 -0.20004 -0.45565  C2 1.109
9 H 0.32786 0.84022 -3.31260  C3 1.078
10 H -1.08388 0.28978 -2.45178  C3 1.056
11 H -0.60654 1.81014 -2.15600  C3 1.088
12 C -0.84486 -2.16044 1.64733  C13 1.624, H14 1.070, H15 1.077, H16 1.138
13 C -0.97501 -0.58676 2.02798  C12 1.624, H17 1.067, H18 1.100, H19 1.191
14 H -1.66256 -2.85000 1.63705  C12 1.070
15 H -0.25771 -2.38622 0.77326  C12 1.077
16 H 0.01346 -2.51011 2.30776  C12 1.138
17 H -1.69931 -0.35403 2.77673  C13 1.067
18 H -0.77895 -0.04530 1.09050  C13 1.100
19 H 0.06023 -0.31232 2.54900  C13 1.191

Results of the Löwdin charge analysis, in e, for atoms 1 through 5: -0.12, -0.32, -0.09, 0.07, 0.11

(2)
ORCA calculation (ωB97M-V/def2-TZVPD) on a 2-piece molecular cluster, C5H14 overall.

Summary:
SMILES	CCC.CC
HOMO	-11.32	eV
energy above the lowest of the compared OMol25 structures with the same formula, charge and spin	3.25	kcal per mole
orbital gap	12.43	eV
E_tot	-5411.9087	eV
LUMO level	1.115	eV
largest force on an atom	0.009	hartree/bohr

Last columns: bonded neighbours and bond lengths (Å).
CARTESIAN COORDINATES (ANGSTROEM)
1 C 1.32569 2.76495 0.23533  C2 1.527, H4 1.087, H5 1.093, H6 1.094
2 C 1.85174 1.50339 -0.44483  C1 1.527, C3 1.542, H7 1.096, H8 1.096
3 C 0.83653 0.85696 -1.40935  C2 1.542, H9 1.085, H10 1.093, H11 1.091
4 H 0.46359 2.53298 0.85522  C1 1.087
5 H 1.04485 3.52174 -0.50208  C1 1.093
6 H 2.08154 3.16577 0.91713  C1 1.094
7 H 2.76035 1.76143 -1.00172  C2 1.096
8 H 2.17037 0.76931 0.30465  C2 1.096
9 H 0.49597 -0.10097 -1.03130  C3 1.085
10 H -0.03664 1.50017 -1.54178  C3 1.093
11 H 1.26511 0.67183 -2.39505  C3 1.091
12 C -1.30816 -1.81147 0.53934  C13 1.521, H14 1.089, H15 1.085, H16 1.093
13 C -2.26150 -2.91987 0.95844  C12 1.521, H17 1.092, H18 1.090, H19 1.089
14 H -1.21186 -1.09199 1.35112  C12 1.089
15 H -0.32664 -2.19654 0.28264  C12 1.085
16 H -1.66205 -1.27694 -0.34566  C12 1.093
17 H -2.29591 -3.74390 0.24299  C13 1.092
18 H -3.27299 -2.53835 1.09441  C13 1.090
19 H -1.91998 -3.36849 1.89049  C13 1.089

Results of the Löwdin charge analysis, in e, for atoms 1 through 5: -0.13, -0.32, -0.11, 0.07, 0.07

(3)
ORCA calculation (ωB97M-V/def2-TZVPD) on a 2-piece molecular cluster, C5H14 overall.

Summary:
SMILES	CCC.CC
HOMO	-11.17	eV
energy above the lowest of the compared OMol25 structures with the same formula, charge and spin	16.05	kcal per mole
orbital gap	12.31	eV
E_tot	-5411.3537	eV
LUMO level	1.137	eV
largest force on an atom	0.051	hartree/bohr

Last columns: bonded neighbours and bond lengths (Å).
CARTESIAN COORDINATES (ANGSTROEM)
1 C 0.24474 1.08308 1.58832  C2 1.573, H4 1.088, H5 1.088, H6 1.078
2 C 0.57253 2.00766 0.35807  C1 1.573, C3 1.570, H7 1.082, H8 1.083
3 C -0.70679 2.29457 -0.50598  C2 1.570, H9 1.085, H10 1.092, H11 1.082
4 H 0.75929 1.51308 2.44561  C1 1.088
5 H 0.66375 0.10299 1.37143  C1 1.088
6 H -0.82145 0.97569 1.71011  C1 1.078
7 H 0.92309 2.96858 0.70944  C2 1.082
8 H 1.22803 1.37993 -0.23328  C2 1.083
9 H -1.63488 2.33470 0.05481  C3 1.085
10 H -0.56633 3.30037 -0.90644  C3 1.092
11 H -0.67134 1.54594 -1.28663  C3 1.082
12 C 0.27074 -2.07150 -1.27748  C13 1.545, H14 1.086, H15 1.092, H16 1.093
13 C -0.22791 -2.80956 -0.01458  C12 1.545, H17 1.092, H18 1.083, H19 1.087
14 H 1.32579 -2.28590 -1.42067  C12 1.086
15 H -0.24921 -2.36877 -2.19105  C12 1.092
16 H 0.00209 -1.01799 -1.16584  C12 1.093
17 H -1.31475 -2.78508 0.08853  C13 1.092
18 H 0.14077 -2.32847 0.88288  C13 1.083
19 H 0.06187 -3.83930 -0.20722  C13 1.087

Results of the Löwdin charge analysis, in e, for atoms 1 through 5: -0.11, -0.28, -0.12, 0.06, 0.04

(4)
ORCA calculation (ωB97M-V/def2-TZVPD) on a 2-piece molecular cluster, C5H14 overall.

Summary:
SMILES	CCC.CC
HOMO	-11.15	eV
energy above the lowest of the compared OMol25 structures with the same formula, charge and spin	14.91	kcal per mole
orbital gap	12.26	eV
E_tot	-5411.4032	eV
LUMO level	1.104	eV
largest force on an atom	0.040	hartree/bohr

Last columns: bonded neighbours and bond lengths (Å).
CARTESIAN COORDINATES (ANGSTROEM)
1 C 1.94895 0.82943 -0.16578  C2 1.515, H4 1.102, H5 1.095, H6 1.086
2 C 0.56543 1.09127 0.39257  C1 1.515, C3 1.518, H7 1.094, H8 1.087
3 C 0.69293 1.28993 1.89184  C2 1.518, H9 1.090, H10 1.104, H11 1.101
4 H 2.03103 1.16182 -1.21356  C1 1.102
5 H 2.15685 -0.23620 -0.30535  C1 1.095
6 H 2.77131 1.28993 0.37347  C1 1.086
7 H 0.07829 1.95035 -0.07846  C2 1.094
8 H -0.15956 0.29456 0.24779  C2 1.087
9 H 1.27696 2.15533 2.20439  C3 1.090
10 H -0.23874 1.38693 2.47575  C3 1.104
11 H 1.00249 0.34254 2.35956  C3 1.101
12 C -2.21139 -1.23635 -1.04331  C13 1.506, H14 1.090, H15 1.094, H16 1.102
13 C -0.78676 -1.72481 -1.03447  C12 1.506, H17 1.094, H18 1.087, H19 1.080
14 H -2.49496 -0.76757 -0.10060  C12 1.090
15 H -2.44358 -0.57302 -1.88153  C12 1.094
16 H -2.98482 -2.01674 -1.12931  C12 1.102
17 H -0.52188 -2.03923 -0.02043  C13 1.094
18 H -0.25084 -0.79025 -1.18064  C13 1.087
19 H -0.43169 -2.40791 -1.79193  C13 1.080

Results of the Löwdin charge analysis, in e, for atoms 1 through 5: -0.13, -0.32, -0.14, 0.07, 0.07